Entry 1:
Computed, not measured: 3 unconnected molecules or ions with the total composition C22H40F4NO10S in a non-equilibrium geometry, with the ωB97M-V functional and the def2-TZVPD basis.

The geometry in XYZ format:
```
78
Properties=species:S:1:pos:R:3
C 6.61126 -3.09459 -1.04789
C 5.99762 -2.45206 0.22983
C 4.48222 -2.33440 0.18109
C 4.00688 -1.29271 -0.85464
C 3.96275 0.12821 -0.24860
C 2.67666 -1.67857 -1.52519
C 2.95655 -2.90859 -2.39907
N 1.65536 -3.16360 -3.10700
C 0.54893 -3.53962 -2.12040
O -0.61529 -3.52176 -2.88733
C 0.85401 -4.98621 -1.67138
C -0.38114 -5.82429 -1.36480
O -1.44804 -5.41993 -1.12916
O -0.17226 -7.15750 -1.43913
C 0.49301 -2.50831 -0.98657
C -0.20225 -3.03380 0.29969
S 0.87705 -3.92188 1.44784
O 0.77254 -5.34086 1.26963
O 0.45644 -3.50090 2.73433
C -0.31326 -1.24648 -1.41005
F 0.00528 -0.25495 -0.61249
F 0.02008 -0.84515 -2.66106
C -1.87584 -1.40340 -1.35600
F -2.40208 -0.81774 -2.42750
F -2.34739 -0.77660 -0.29367
O 1.75217 -2.05497 -0.51960
H 5.84097 -3.32891 -1.78286
H 7.29899 -2.38722 -1.50565
H 7.19155 -3.97249 -0.79339
H 6.45159 -1.47230 0.36650
H 6.31791 -3.04601 1.08119
H 4.16439 -1.96671 1.15979
H 4.01516 -3.31762 0.07306
H 4.75218 -1.29970 -1.65485
H 3.24866 0.72615 -0.80943
H 4.94885 0.56863 -0.34234
H 3.68214 0.07757 0.79700
H 2.38124 -0.81246 -2.12372
H 3.74585 -2.62640 -3.09027
H 3.27433 -3.76858 -1.82499
H 1.43709 -2.27406 -3.57444
H 1.73967 -3.84723 -3.86455
H -0.44668 -3.96163 -3.73199
H 1.35038 -5.48230 -2.51536
H 1.58941 -5.05618 -0.87458
H 0.75652 -7.31052 -1.19641
H -0.47397 -2.13644 0.85393
H -1.13292 -3.55875 0.10139
H 2.16922 -3.52235 1.29683
H -2.22276 -2.43324 -1.39811
O 0.69722 4.27551 2.62688
C -0.36823 3.76519 2.41618
O -0.43111 2.67608 1.62183
C -1.60537 1.87783 1.45697
C -2.51301 2.45108 0.38994
C -1.64998 4.36320 2.94681
H -2.12054 1.73648 2.40884
H -1.25162 0.89621 1.14879
H -2.87238 3.44127 0.66275
H -3.37559 1.80227 0.22867
H -1.97266 2.55722 -0.55222
H -1.98637 5.14386 2.26401
H -1.44320 4.80509 3.91916
H -2.45095 3.64116 3.09087
O -3.91776 5.27744 0.09349
C -4.67210 6.01744 0.66951
O -4.20077 6.78871 1.66288
C -4.95248 7.83534 2.28918
C -5.81746 7.30443 3.41318
C -6.14977 6.03159 0.35781
H -5.52676 8.39532 1.55031
H -4.21273 8.52407 2.69388
H -6.56419 6.59914 3.04697
H -6.33409 8.12195 3.91620
H -5.20527 6.77400 4.14307
H -6.63665 5.23399 0.91786
H -6.27685 5.84623 -0.70628
H -6.64027 6.97734 0.57481
```

## Properties
* HOMO level: -0.41743 Eh
* LUMO: -3.63 eV
* frontier orbital gap: 7.73 eV
* ΔE to the lowest compared entry with this formula, charge and spin: 0.0 kcal/mol
* charge: +1
* spin multiplicity: 1
* F_max: 2.6 eV/Å

=====

Entry 2:
Computed, not measured: 2 unconnected molecules or ions with the total composition C5H13N2O in a non-equilibrium geometry, with the ωB97M-V functional and the def2-TZVPD basis.

The geometry in XYZ format:
```
21
Properties=species:S:1:pos:R:3
C 1.53190 -0.05802 1.31801
C 1.00117 1.28606 0.83959
C -0.45705 1.19471 0.39646
C -0.73962 0.92354 -0.87309
N -2.02536 0.59375 -1.34471
C -2.86236 1.53141 -1.48408
N 2.04283 -0.89082 0.18749
H 2.35587 0.22035 1.97905
H 0.80588 -0.58850 1.91872
H 1.17213 2.13166 1.50848
H 1.58974 1.65566 -0.01878
H -1.13490 1.36425 1.22315
H 0.05723 0.95281 -1.60696
H -2.67474 2.57423 -1.23167
H -3.82022 1.20542 -1.86402
H 2.88571 -1.35614 0.50216
H 2.22270 -0.28291 -0.61607
H 1.28752 -1.51184 -0.13162
H 0.47871 -3.93569 -0.10397
H 0.32133 -3.59428 1.38620
O 0.48050 -3.18864 0.52013
```

## Properties
* HOMO level: -0.45530 Eh
* LUMO: -3.15 eV
* frontier orbital gap: 9.24 eV
* ΔE to the lowest compared entry with this formula, charge and spin: 56.9 kcal/mol
* charge: +1
* spin multiplicity: 1
* F_max: 2.3 eV/Å

=====

Entry 3:
Computed, not measured: a gas-phase ion, C8H20NSi (charge +1) in a non-equilibrium geometry, with the ωB97M-V functional and the def2-TZVPD basis.

The geometry in XYZ format:
```
30
Properties=species:S:1:pos:R:3
C -2.75999 -1.50726 -1.56229
C -2.01007 -0.44412 -1.40862
Si -1.54698 0.55348 0.11085
C -2.20075 0.21286 1.84029
C -1.64635 2.47786 0.01765
C 0.46277 0.45573 0.58305
N 0.61678 -0.08644 1.87375
C 1.23709 -0.34033 -0.46426
C 2.79377 -0.54550 -0.28033
C 3.51715 -0.98087 -1.55824
H -2.81553 -1.81829 -2.61242
H -3.39547 -1.71505 -0.80887
H -1.32385 -0.10744 -2.22633
H -1.91957 0.78557 2.63939
H -3.31880 0.15380 1.66405
H -1.99734 -0.89889 2.07855
H -0.71988 2.72357 -0.45849
H -2.45367 2.81382 -0.69669
H -1.95806 3.01852 0.89455
H 0.89593 1.43107 0.66539
H 1.54278 -0.13320 2.28933
H 0.33519 -1.06321 1.90583
H -0.25270 0.34089 2.32131
H 0.99157 0.35032 -1.29952
H 0.72252 -1.34216 -0.64353
H 2.97393 -1.27807 0.50930
H 3.14943 0.35502 0.13096
H 3.15037 -0.46085 -2.44974
H 3.30809 -2.08304 -1.68649
H 4.62165 -0.86782 -1.36842
```

## Properties
* HOMO level: -0.50242 Eh
* LUMO: -3.06 eV
* frontier orbital gap: 10.61 eV
* ΔE to the lowest compared entry with this formula, charge and spin: 25.8 kcal/mol
* SMILES string: C=C[Si](C)(C)[C@@H]([NH3+])CCC
* charge: +1
* spin multiplicity: 1
* F_max: 6.1 eV/Å

=====

Entry 4:
Computed, not measured: a single CHClN2O2S molecule in a non-equilibrium geometry, with the ωB97M-V functional and the def2-TZVPD basis.

The geometry in XYZ format:
```
8
Properties=species:S:1:pos:R:3
N -2.34591 0.49651 -0.99741
C -1.57401 -0.04781 -0.36808
S 0.10898 -0.76092 0.38516
O 0.11386 -0.64600 1.81978
O 0.38971 -1.99716 -0.29060
N 1.24998 0.37182 -0.22354
Cl 1.28499 1.78789 0.80075
H 0.77239 0.79567 -1.12605
```

## Properties
* HOMO level: -0.42915 Eh
* LUMO: -0.69 eV
* frontier orbital gap: 10.99 eV
* ΔE to the lowest compared entry with this formula, charge and spin: 39.4 kcal/mol
* SMILES string: N#CS(=O)(=O)NCl
* spin multiplicity: 1
* F_max: 4.6 eV/Å

=====

Entry 5:
Computed, not measured: 12 unconnected molecules or ions with the total composition C24H72O24 in a non-equilibrium geometry, with the ωB97M-V functional and the def2-TZVPD basis.

The geometry in XYZ format:
```
120
Properties=species:S:1:pos:R:3
O 0.27228 7.24340 -1.67777
C 0.30885 7.98031 -0.43430
C 0.27326 9.50393 -0.63618
O -1.05985 9.95865 -0.68644
H 0.82938 7.65074 -2.34510
H -0.64065 7.70681 0.02587
H 1.19503 7.62902 0.09426
H 0.76052 9.78348 -1.57028
H 0.76923 10.08183 0.14365
H -0.98986 10.90860 -0.80596
O 8.04014 -5.51889 2.87510
C 8.23402 -4.92448 1.73086
C 7.14514 -3.89198 1.35556
O 5.85879 -4.55061 1.19408
H 7.23226 -6.03738 2.86513
H 9.13943 -4.31760 1.72455
H 8.29380 -5.63917 0.91005
H 7.31462 -3.19215 0.53727
H 7.10296 -3.15914 2.16132
H 5.57527 -4.97366 2.00786
O 5.65517 -8.20788 -2.75919
C 5.19379 -9.50983 -2.47382
C 6.06672 -10.65984 -3.15643
O 7.24956 -10.93665 -2.43129
H 5.27171 -7.65000 -2.07851
H 5.23547 -9.67178 -1.39673
H 4.11169 -9.48012 -2.60141
H 6.26672 -10.35377 -4.18328
H 5.38710 -11.50799 -3.23914
H 7.65190 -11.70854 -2.83615
O 3.52624 -2.73836 6.60920
C 2.91149 -1.52097 6.79216
C 2.85564 -1.08915 8.30872
O 4.20156 -0.73484 8.75987
H 4.12320 -2.91468 7.34005
H 3.41762 -0.76770 6.18842
H 1.92114 -1.53106 6.33696
H 2.61749 -1.92902 8.96142
H 2.04519 -0.36738 8.41032
H 4.25755 -0.41422 9.66301
O 4.34555 -0.79849 -4.48334
C 4.81601 -2.04413 -5.03401
C 5.08829 -1.77872 -6.56554
O 3.86237 -1.69911 -7.26868
H 3.69744 -1.02030 -3.81076
H 5.68676 -2.39824 -4.48221
H 4.06008 -2.79454 -4.80258
H 5.72281 -2.57286 -6.95903
H 5.67510 -0.86082 -6.60064
H 3.50182 -0.89445 -6.88904
O -8.12849 5.60040 1.13689
C -8.00017 6.38001 2.38326
C -6.57854 6.94160 2.55890
O -5.58964 5.83847 2.43530
H -8.89996 5.04694 1.27870
H -8.69969 7.21460 2.43068
H -8.20774 5.73031 3.23350
H -6.42826 7.57014 3.43665
H -6.33976 7.43078 1.61456
H -5.42647 5.69568 1.50011
O -3.70900 7.07679 -3.94227
C -4.80837 6.29180 -3.62429
C -4.45069 4.86217 -3.23781
O -3.55971 4.97601 -2.12068
H -3.50928 7.54023 -3.12561
H -5.34851 6.81392 -2.83452
H -5.53923 6.20426 -4.42821
H -3.93514 4.32859 -4.03631
H -5.32257 4.27230 -2.95501
H -2.69084 5.24050 -2.43167
O 2.29906 5.49987 6.36630
C 1.64319 5.34280 7.61745
C 0.55848 4.29950 7.26629
O -0.56391 4.93173 6.78208
H 2.64268 6.38837 6.24758
H 2.35588 4.89149 8.30775
H 1.14177 6.24989 7.95487
H 0.30154 3.85007 8.22550
H 0.85397 3.57244 6.50987
H -1.19273 4.35166 6.34653
O -3.84400 -6.70214 -0.89458
C -2.56800 -6.70641 -0.25648
C -1.56550 -6.10630 -1.23711
O -1.63980 -7.01845 -2.39496
H -4.43710 -7.34408 -0.49742
H -2.62425 -6.03581 0.60097
H -2.26595 -7.68077 0.12758
H -0.55106 -5.91689 -0.88619
H -1.96283 -5.11837 -1.47001
H -2.55215 -7.24996 -2.58372
O -8.25837 -1.18300 1.99528
C -7.64657 -0.52492 0.87882
C -6.37180 -1.20766 0.36846
O -5.29151 -0.86731 1.21235
H -9.14442 -0.85650 2.16826
H -8.39205 -0.36102 0.10068
H -7.39351 0.51424 1.08905
H -6.12402 -0.91860 -0.65288
H -6.48945 -2.28878 0.29473
H -4.60814 -0.48221 0.65890
O 1.69485 -1.19776 -0.17885
C 1.27604 -0.39690 0.89635
C 0.51500 0.88343 0.40589
O -0.70248 0.63634 -0.29503
H 2.32782 -1.85699 0.11501
H 0.60658 -0.97456 1.53371
H 2.20863 -0.06929 1.35574
H 1.18599 1.56810 -0.11287
H 0.31069 1.45425 1.31171
H -1.10439 1.48242 -0.50534
O -2.87208 0.05230 -7.97855
C -2.27357 -1.14439 -7.56800
C -2.29390 -1.41688 -6.00834
O -1.28031 -0.62201 -5.49365
H -2.32819 0.84177 -7.92848
H -2.66812 -2.02600 -8.07317
H -1.22078 -1.19910 -7.84504
H -2.08104 -2.47772 -5.87633
H -3.21330 -1.09452 -5.51960
H -1.30282 -0.50664 -4.54086
```

## Properties
* HOMO level: -0.36051 Eh
* LUMO: 0.11 eV
* frontier orbital gap: 9.92 eV
* ΔE to the lowest compared entry with this formula, charge and spin: 156.7 kcal/mol
* SMILES string: OCCO.OCCO.OCCO.OCCO.OCCO.OCCO.OCCO.OCCO.OCCO.OCCO.OCCO.OCCO
* spin multiplicity: 1
* F_max: 5.8 eV/Å